Entry 1:
Below is a 2-piece molecular cluster, C9H11NO overall, with properties calculated with wB97M-V/def2-TZVPD.

```
22
Properties=species:S:1:pos:R:3
C -1.195 1.593 -1.576
C -2.076 2.232 -0.748
C -0.433 0.605 -0.915
C -0.810 0.791 0.550
C 1.780 -1.496 2.687
C 1.750 -2.288 1.822
C -0.371 0.341 1.712
C 0.428 -0.312 -1.382
C 1.059 -1.562 -0.889
N -1.859 1.735 0.497
O 0.749 -0.225 -2.718
H -0.907 1.964 -2.601
H -2.825 2.967 -0.998
H 1.931 -0.644 3.389
H 1.950 -2.984 0.985
H 0.367 -0.468 1.641
H -0.656 0.742 2.601
H 1.999 -1.443 -0.312
H 1.072 -2.161 -1.731
H 0.340 -1.940 -0.125
H -2.384 2.086 1.183
H 0.089 0.468 -3.073
```

- highest occupied orbital energy (Ha) = -0.2433
- structure (SMILES) = C=c1[nH]cc/c1=C(/C)O.C#C
- multiplicity = 1
- Kohn-Sham gap (eV) = 7.50

---

Entry 2:
Below is a 2-piece molecular cluster, C34H23NO overall, with properties calculated with wB97M-V/def2-TZVPD.

```
59
Properties=species:S:1:pos:R:3
C 0.926 -1.681 3.509
C 0.864 -0.610 2.609
C 0.584 -0.837 1.258
C 0.539 -2.150 0.749
C 0.200 -2.387 -0.687
C 1.144 -1.981 -1.753
O 1.015 -2.393 -2.905
C 2.291 -1.016 -1.434
C 3.321 -1.386 -0.576
C 4.285 -0.446 -0.186
C 4.298 0.829 -0.776
C 3.308 1.171 -1.709
C 2.341 0.226 -2.080
C -1.097 -1.962 -1.012
N -2.190 -1.564 -1.217
C 0.798 -3.204 1.641
C 0.876 -2.988 3.016
H 1.030 -1.513 4.584
H 0.997 0.406 2.977
H 0.426 -0.002 0.569
H 3.343 -2.408 -0.194
H 5.031 -0.710 0.564
H 5.080 1.547 -0.510
H 3.297 2.176 -2.153
H 1.610 0.453 -2.858
H 0.928 -4.195 1.216
H 0.904 -3.851 3.685
C -0.603 -4.799 -1.497
C -0.697 -4.835 -2.957
C -1.625 -4.032 -3.658
C -1.959 -4.295 -4.989
C -1.391 -5.394 -5.649
C -0.397 -6.145 -5.006
C -0.024 -5.838 -3.697
C 0.414 -5.565 -0.780
C -0.170 -6.064 0.443
C 0.539 -6.898 1.302
C 1.834 -7.292 0.928
C 2.441 -6.747 -0.220
C 1.753 -5.846 -1.051
C -1.537 -5.550 0.529
C -1.815 -4.831 -0.685
C -3.130 -4.469 -0.967
C -4.132 -4.752 -0.031
C -3.834 -5.402 1.181
C -2.519 -5.791 1.477
H -2.052 -3.167 -3.147
H -2.679 -3.655 -5.512
H -1.697 -5.655 -6.662
H 0.090 -6.980 -5.519
H 0.756 -6.418 -3.208
H 0.069 -7.252 2.223
H 2.380 -8.012 1.539
H 3.470 -7.028 -0.467
H 2.237 -5.360 -1.899
H -3.376 -3.989 -1.910
H -5.158 -4.463 -0.265
H -4.642 -5.607 1.886
H -2.252 -6.302 2.404
```

- highest occupied orbital energy (Ha) = -0.2848
- multiplicity = 1
- Kohn-Sham gap (eV) = 5.65

---

Entry 3:
Below is one molecule with the formula C4H8O2, with properties calculated with wB97M-V/def2-TZVPD.

```
14
Properties=species:S:1:pos:R:3
O 1.538 1.094 0.077
C 1.291 -0.182 -0.454
C 0.260 -0.936 0.377
C -1.213 -0.454 0.260
C -1.346 1.053 0.187
O -2.372 1.690 0.124
H 1.662 1.677 -0.676
H 2.240 -0.732 -0.458
H 0.926 -0.113 -1.491
H 0.578 -1.000 1.428
H 0.338 -1.953 -0.003
H -1.704 -0.868 -0.631
H -1.811 -0.811 1.105
H -0.386 1.536 0.154
```

- highest occupied orbital energy (Ha) = -0.3426
- structure (SMILES) = O=CCCCO
- multiplicity = 1
- Kohn-Sham gap (eV) = 10.09

---

Entry 4:
Below is C18H13Br2IrN3O3S6 as an isolated structure, with properties calculated with wB97M-V/def2-TZVPD.

```
46
Properties=species:S:1:pos:R:3
Ir -0.027 0.175 0.325
Br -2.633 -4.135 1.273
C -1.627 -3.059 2.463
C -1.520 -3.434 3.800
C -0.785 -2.670 4.667
Br -0.639 -3.251 6.483
C -0.118 -1.500 4.244
C 0.701 -0.682 5.052
C 1.304 0.410 4.501
C 1.073 0.738 3.156
N 0.302 0.014 2.387
C -0.271 -1.119 2.892
C -1.012 -1.914 1.946
O -1.066 -1.575 0.716
H -1.999 -4.339 4.147
H 0.842 -0.925 6.096
H 1.935 1.056 5.096
H 1.499 1.628 2.718
S -0.810 0.251 -1.797
S -1.250 2.077 -2.240
S -3.460 2.368 0.472
S -2.497 0.941 1.360
S 0.379 -2.246 -3.169
C 0.937 -2.771 -1.656
N 0.231 -3.645 -0.939
C 0.753 -4.464 0.050
C 2.118 -4.464 0.236
C 2.908 -3.529 -0.409
C 2.254 -2.386 -1.076
H -0.730 -3.761 -1.223
H 0.064 -5.122 0.553
H 2.551 -5.211 0.892
H 3.989 -3.539 -0.337
H 2.862 -1.871 -1.810
S 2.035 -1.139 0.354
O 2.509 1.420 -1.559
C 2.042 2.185 -0.751
C 2.604 3.582 -0.491
C 1.564 4.236 0.403
C 0.640 3.087 0.796
O -0.224 3.186 1.647
N 0.952 1.963 0.075
H 2.758 4.092 -1.441
H 3.574 3.454 -0.006
H 0.959 4.969 -0.134
H 1.960 4.707 1.302
```

- highest occupied orbital energy (alpha / beta) (Ha) = 0.0065 / 0.0013
- charge = -2
- <S²> = 0.853
- multiplicity = 2
- Kohn-Sham gap (alpha / beta) (eV) = 3.46 / 3.61

---

Entry 5:
Below is a 3-piece molecular cluster, C3H11NO3 overall, with properties calculated with wB97M-V/def2-TZVPD.

```
18
Properties=species:S:1:pos:R:3
O -0.523 -1.218 -1.791
C 0.341 -1.542 -1.019
C 0.201 -1.444 0.491
C -1.031 -2.200 1.025
N 0.190 -0.059 0.965
H 1.370 -1.693 -1.399
H 1.054 -1.959 0.946
H -1.257 -2.995 0.309
H -0.959 -2.590 2.034
H -1.907 -1.549 0.983
H -0.528 0.473 0.497
H 1.121 0.316 0.824
H 0.282 3.143 0.276
H 0.203 4.254 1.205
O 0.358 3.299 1.228
H 0.196 2.090 -2.939
H 0.679 1.450 -1.650
O 0.210 2.222 -1.986
```

- highest occupied orbital energy (Ha) = -0.3460
- structure (SMILES) = C[C@H](N)C=O.O.O
- multiplicity = 1
- Kohn-Sham gap (eV) = 10.01

---

Entry 6:
Below is a 6-piece molecular cluster, C34H84N4O8 overall, with properties calculated with wB97M-V/def2-TZVPD.

```
130
Properties=species:S:1:pos:R:3
C -15.903 5.864 -9.433
O -16.753 4.880 -9.003
H -15.268 6.325 -8.636
H -15.151 5.493 -10.170
H -16.415 6.707 -9.947
C -18.536 7.873 -8.782
C -17.376 8.164 -7.860
N -16.686 9.480 -8.034
C -15.994 9.508 -9.368
C -17.691 10.613 -8.061
C -17.068 11.987 -8.214
C -15.656 9.712 -6.961
C -14.536 8.723 -6.830
O -13.681 8.744 -7.926
C -12.642 7.802 -7.894
H -19.364 8.546 -8.541
H -18.921 6.873 -8.610
H -18.263 8.080 -9.823
H -16.618 7.388 -7.963
H -17.685 8.152 -6.810
H -15.247 10.288 -9.453
H -16.681 9.660 -10.205
H -15.481 8.555 -9.417
H -18.201 10.572 -7.094
H -18.425 10.352 -8.814
H -17.862 12.668 -8.504
H -16.273 12.052 -8.951
H -16.623 12.296 -7.269
H -16.225 9.805 -6.036
H -15.258 10.699 -7.181
H -14.870 7.693 -6.638
H -13.957 8.996 -5.937
H -12.370 7.595 -6.853
H -11.810 8.125 -8.513
H -12.921 6.834 -8.341
C -20.020 6.660 -11.819
C -19.150 5.508 -11.408
N -18.380 4.841 -12.514
C -19.323 4.515 -13.611
C -17.382 5.855 -13.040
C -16.177 5.278 -13.739
C -17.718 3.611 -12.011
C -18.534 2.760 -11.073
O -19.784 2.431 -11.738
C -20.650 1.682 -10.903
H -20.813 6.325 -12.487
H -19.499 7.510 -12.253
H -20.513 7.036 -10.921
H -19.746 4.708 -10.979
H -18.369 5.771 -10.691
H -18.773 3.970 -14.374
H -19.596 5.458 -14.085
H -20.229 4.044 -13.264
H -17.002 6.397 -12.169
H -17.951 6.597 -13.593
H -15.736 4.505 -13.103
H -15.367 5.993 -13.853
H -16.365 4.767 -14.687
H -16.804 3.812 -11.447
H -17.377 3.124 -12.920
H -18.818 3.237 -10.137
H -18.049 1.780 -10.977
H -20.330 0.638 -10.796
H -21.615 1.667 -11.422
H -20.871 2.151 -9.932
C -11.348 4.758 -6.680
C -12.148 3.947 -7.674
N -12.460 2.595 -7.193
C -11.234 1.777 -6.914
C -13.245 2.671 -5.930
C -13.713 1.340 -5.422
C -13.298 1.849 -8.178
C -12.932 2.069 -9.632
O -11.557 1.859 -9.792
C -11.012 2.524 -10.966
H -11.803 4.969 -5.716
H -11.054 5.737 -7.059
H -10.375 4.261 -6.604
H -11.558 3.850 -8.580
H -13.093 4.430 -7.905
H -10.548 1.962 -7.735
H -11.500 0.733 -6.924
H -10.790 2.148 -5.997
H -14.052 3.394 -6.041
H -12.576 3.152 -5.216
H -12.900 0.632 -5.271
H -14.417 0.870 -6.106
H -14.235 1.425 -4.469
H -14.349 2.039 -7.969
H -13.180 0.771 -8.046
H -13.137 3.118 -9.884
H -13.563 1.439 -10.265
H -11.187 1.824 -11.787
H -9.929 2.512 -10.823
H -11.333 3.560 -11.047
C -17.044 5.219 -5.779
C -18.018 4.102 -5.487
N -19.421 4.386 -5.947
C -19.849 5.705 -5.398
C -19.480 4.483 -7.448
C -20.869 4.673 -8.001
C -20.329 3.330 -5.376
C -20.343 1.983 -6.061
O -19.028 1.464 -6.136
C -18.999 0.190 -6.770
H -16.025 4.936 -5.496
H -17.234 6.167 -5.282
H -16.942 5.321 -6.873
H -18.011 3.683 -4.482
H -17.642 3.254 -6.059
H -19.273 6.458 -5.920
H -19.749 5.696 -4.319
H -20.893 5.823 -5.667
H -19.055 3.550 -7.806
H -18.817 5.322 -7.620
H -20.824 4.982 -9.043
H -21.435 5.428 -7.453
H -21.520 3.798 -7.970
H -21.337 3.745 -5.381
H -20.065 3.243 -4.322
H -20.814 2.076 -7.040
H -20.838 1.258 -5.408
H -19.391 -0.600 -6.120
H -17.952 -0.038 -6.959
H -19.530 0.200 -7.728
O -15.974 7.916 -12.904
C -17.261 8.460 -13.216
O -18.019 8.702 -12.169
O -17.555 8.717 -14.393
H -16.061 8.019 -11.912
```

- highest occupied orbital energy (Ha) = -0.4226
- charge = +2
- multiplicity = 1
- Kohn-Sham gap (eV) = 7.38

---

F_max, respectively: 4.4; 3.2; 0.8; 1.1; 1.8; 3.3 eV/A.
Calculated total energy, respectively: -479.343105; -1439.333624; -307.654330; -8725.329706; -401.349931; -2166.020482 Eh.
Energy relative to the best compared isomer or geometry (same formula, charge and spin), respectively: 126.5; 0.0; 36.5; 37.6; 39.6; 0.0 kcal/mol.